1.
{"formula": "C5H14N", "method": "wB97M-V/def2-TZVPD", "lumo_ev": -6.9, "spin_multiplicity": 1, "total_charge": 1, "de_lowest_kcal_mol": 203.2, "largest_force_ev_per_a": 5.76, "elements": ["C", "C", "C", "C", "C", "N", "H", "H", "H", "H", "H", "H", "H", "H", "H", "H", "H", "H", "H", "H"], "coordinates": [[-0.147, 0.349, 0.290], [0.350, -0.207, -1.017], [1.675, -1.100, -1.141], [-0.848, -1.012, -0.667], [-2.190, -0.855, -1.402], [0.106, 1.710, 0.402], [1.913, 0.032, 2.384], [-0.776, 1.960, 3.468], [0.341, 0.356, -1.960], [1.662, -2.036, -1.628], [2.536, -0.537, -1.408], [1.779, -1.277, -0.090], [-0.725, -1.706, 0.260], [1.994, 0.717, 2.096], [-2.062, -0.714, -2.413], [-2.939, -1.605, -1.155], [-2.554, 0.111, -1.059], [-0.227, 1.526, 3.803], [0.776, 2.068, 1.144], [-0.664, 2.221, 0.090]], "nbo_charge": [0.540, -0.402, -0.580, 0.012, -0.663, -0.825, 0.044, -0.004, 0.289, 0.243, 0.240, 0.207, 0.272, -0.037, 0.247, 0.263, 0.249, 0.005, 0.472, 0.426]}

***

2.
{"formula": "C24H37HgO2Si", "method": "wB97M-V/def2-TZVPD", "lumo_ev": 1.9, "spin_multiplicity": 1, "total_charge": -1, "de_lowest_kcal_mol": 167.5, "largest_force_ev_per_a": 4.69, "elements": ["O", "C", "C", "H", "H", "C", "H", "H", "C", "H", "H", "H", "C", "H", "H", "H", "Hg", "C", "C", "C", "H", "C", "C", "H", "H", "H", "H", "C", "C", "C", "H", "C", "C", "H", "H", "H", "H", "O", "C", "C", "H", "H", "C", "H", "H", "C", "H", "H", "H", "H", "C", "Si", "C", "C", "C", "C", "H", "H", "H", "H", "H", "H", "H", "H", "H"], "coordinates": [[-5.988, 4.445, -2.931], [-5.927, 4.739, -4.370], [-6.940, 5.907, -4.270], [-6.266, 3.885, -4.972], [-4.913, 5.033, -4.675], [-6.946, 5.523, -2.747], [-7.881, 5.735, -4.780], [-6.524, 6.886, -4.484], [-8.284, 5.003, -2.245], [-8.663, 4.220, -2.916], [-9.034, 5.803, -2.179], [-8.156, 4.567, -1.242], [-6.390, 6.603, -1.832], [-5.425, 6.965, -2.214], [-6.230, 6.186, -0.826], [-7.076, 7.458, -1.745], [-0.107, 0.036, -0.116], [2.057, 0.884, 1.000], [2.376, 0.259, -0.302], [1.710, 1.043, -1.321], [2.988, -0.643, -0.519], [1.028, 2.113, -0.675], [1.207, 1.984, 0.756], [0.775, 2.628, 1.512], [2.345, 0.448, 1.958], [1.750, 0.826, -2.380], [0.464, 2.890, -1.169], [0.022, -1.553, 1.827], [-0.383, -0.250, 2.368], [-1.610, 0.114, 1.763], [0.221, 0.334, 3.053], [-2.029, -0.973, 0.880], [-1.085, -2.006, 0.950], [-1.039, -2.923, 0.367], [0.861, -2.181, 2.181], [-2.156, 1.029, 1.953], [-2.916, -0.984, 0.270], [-1.602, 0.973, -1.305], [-2.374, 2.104, -0.789], [-2.755, 2.881, -2.007], [-1.746, 2.640, -0.060], [-3.237, 1.668, -0.268], [-2.821, 1.807, -3.098], [-1.959, 3.605, -2.257], [-3.685, 3.427, -1.871], [-1.672, 0.904, -2.747], [-2.741, 2.204, -4.104], [-3.774, 1.260, -3.012], [-0.713, 1.270, -3.151], [-1.790, -0.155, -3.008], [2.876, -4.557, 2.640], [3.682, -3.169, 1.684], [4.823, -2.204, 2.820], [4.635, -3.832, 0.220], [2.428, -2.093, 1.072], [1.471, -1.345, 0.649], [3.651, -5.238, 3.006], [2.194, -5.111, 1.983], [2.312, -4.164, 3.490], [5.600, -2.882, 3.175], [5.269, -1.382, 2.256], [4.250, -1.812, 3.661], [3.950, -4.378, -0.434], [5.081, -2.993, -0.318], [5.415, -4.499, 0.593]], "nbo_charge": [-0.545, -0.060, -0.461, 0.177, 0.178, 0.273, 0.207, 0.208, -0.629, 0.212, 0.209, 0.219, -0.629, 0.214, 0.219, 0.209, 1.548, -0.324, -0.336, -0.460, 0.281, -0.394, -0.408, 0.209, 0.234, 0.207, 0.196, -0.413, -0.340, -0.447, 0.214, -0.393, -0.371, 0.212, 0.328, 0.207, 0.207, -0.612, -0.076, -0.431, 0.215, 0.186, -0.430, 0.200, 0.234, -0.068, 0.210, 0.203, 0.184, 0.201, -1.117, 1.647, -1.101, -1.104, -0.944, -0.364, 0.203, 0.231, 0.233, 0.207, 0.236, 0.230, 0.231, 0.234, 0.205]}

***

3.
{"formula": "C7H10", "method": "wB97M-V/def2-TZVPD", "lumo_ev": 1.2, "spin_multiplicity": 1, "smiles": "C1C[C@H]2[C@@H]1[C@H]1C[C@@H]21", "de_lowest_kcal_mol": 91.6, "largest_force_ev_per_a": 2.38, "elements": ["C", "C", "C", "C", "C", "C", "C", "H", "H", "H", "H", "H", "H", "H", "H", "H", "H"], "coordinates": [[-1.322, 0.793, 0.323], [-1.355, -0.714, -0.054], [-0.154, -0.517, -1.026], [-0.159, 0.993, -0.663], [1.243, 0.817, -0.063], [1.292, -0.445, 0.961], [1.283, -0.654, -0.471], [-2.235, 1.338, 0.078], [-1.046, 1.025, 1.357], [-1.224, -1.436, 0.759], [-2.273, -0.979, -0.585], [-0.285, -0.892, -2.042], [-0.297, 1.739, -1.459], [1.697, 1.302, 0.786], [2.284, -0.524, 1.421], [0.473, -0.641, 1.634], [2.080, -1.204, -0.954]], "nbo_charge": [-0.414, -0.410, -0.203, -0.214, -0.303, -0.398, -0.203, 0.207, 0.200, 0.204, 0.214, 0.212, 0.216, 0.259, 0.213, 0.208, 0.213]}

***

4.
{"formula": "C4H4N2S", "method": "wB97M-V/def2-TZVPD", "lumo_ev": -0.8, "spin_multiplicity": 1, "smiles": "[H]/N=C1\\C=CNC1=S", "de_lowest_kcal_mol": 42.6, "largest_force_ev_per_a": 3.21, "elements": ["H", "N", "C", "C", "C", "N", "C", "S", "H", "H", "H"], "coordinates": [[-0.789, 2.779, 0.006], [-0.012, 2.041, -0.196], [-0.456, 0.862, 0.026], [-1.877, 0.370, 0.124], [-1.830, -1.005, 0.033], [-0.429, -1.364, -0.171], [0.429, -0.317, -0.054], [1.993, -0.247, 0.094], [-2.722, 1.076, 0.546], [-2.647, -1.822, 0.054], [-0.238, -2.290, -0.315]], "nbo_charge": [0.337, -0.515, 0.166, -0.342, 0.010, -0.574, -0.025, 0.050, 0.243, 0.241, 0.408]}

***

5.
{"formula": "C34H42N7O14", "method": "wB97M-V/def2-TZVPD", "lumo_ev": 0.1, "spin_multiplicity": 1, "total_charge": -1, "de_lowest_kcal_mol": 40.5, "largest_force_ev_per_a": 9.72, "elements": ["C", "O", "O", "O", "H", "C", "C", "C", "C", "C", "C", "N", "O", "O", "H", "H", "H", "H", "H", "C", "C", "C", "C", "C", "C", "N", "O", "O", "H", "H", "H", "H", "H", "C", "C", "C", "C", "C", "C", "N", "O", "O", "H", "H", "H", "H", "H", "C", "C", "C", "C", "C", "C", "N", "O", "O", "H", "H", "H", "H", "H", "C", "O", "N", "C", "C", "H", "H", "H", "H", "H", "H", "H", "C", "O", "N", "C", "C", "H", "H", "H", "H", "H", "H", "H", "C", "O", "N", "C", "C", "H", "H", "H", "H", "H", "H", "H"], "coordinates": [[-1.008, -0.780, 0.000], [-0.184, -0.469, -0.935], [-1.015, -2.121, 0.433], [-1.897, -0.021, 0.600], [-0.382, -2.569, -0.124], [-4.498, -0.988, 2.709], [-3.290, -0.511, 3.559], [-3.337, -0.734, 5.011], [-4.634, -1.317, 5.715], [-5.785, -1.712, 4.775], [-5.719, -1.479, 3.236], [-4.611, -1.678, 7.149], [-3.630, -1.296, 7.919], [-5.762, -1.950, 7.568], [-4.499, -0.922, 1.572], [-2.156, -0.169, 2.940], [-2.467, -0.363, 5.490], [-6.615, -2.275, 5.150], [-6.740, -1.677, 2.665], [-1.034, -3.354, -4.256], [-0.535, -3.375, -5.641], [0.102, -2.012, -6.154], [-0.130, -0.772, -5.366], [-0.670, -0.833, -3.954], [-1.226, -2.147, -3.440], [0.428, 0.529, -5.894], [-0.142, 1.617, -5.324], [1.204, 0.660, -6.829], [-1.540, -4.216, -3.970], [-0.357, -4.295, -6.193], [0.628, -2.039, -7.188], [-1.033, 0.057, -3.435], [-1.760, -2.388, -2.483], [2.608, 0.571, -2.922], [2.812, 1.267, -1.621], [4.225, 1.943, -1.269], [5.362, 1.542, -2.278], [5.091, 0.836, -3.569], [3.629, 0.365, -3.851], [6.748, 1.656, -1.871], [7.717, 1.480, -2.746], [6.910, 2.418, -0.890], [1.524, 0.053, -3.127], [1.980, 1.405, -0.835], [4.551, 2.467, -0.310], [5.994, 0.803, -3.991], [3.303, -0.200, -4.734], [1.801, 0.521, 3.789], [2.985, 0.034, 4.525], [3.128, -1.577, 4.946], [2.049, -2.490, 4.197], [0.857, -1.817, 3.495], [0.709, -0.263, 3.359], [2.160, -3.856, 4.245], [1.673, -4.710, 3.389], [2.851, -4.522, 5.130], [1.688, 1.582, 3.559], [3.851, 0.509, 4.836], [3.920, -1.962, 5.594], [0.127, -2.591, 3.345], [-0.168, -0.024, 2.898], [-4.883, 4.457, 0.382], [-5.864, 5.333, 0.356], [-5.162, 3.261, -0.105], [-4.228, 2.110, 0.052], [-6.473, 2.986, -0.837], [-3.818, 4.709, 0.881], [-4.545, 1.175, -0.554], [-4.386, 1.795, 1.024], [-3.203, 2.561, -0.147], [-6.862, 3.927, -1.328], [-7.148, 2.586, -0.093], [-6.269, 2.362, -1.632], [4.092, -4.619, -0.541], [2.982, -5.169, -0.474], [4.000, -3.282, -0.353], [5.170, -2.360, -0.520], [2.826, -2.581, 0.208], [5.140, -4.813, -1.021], [5.645, -2.402, 0.551], [4.875, -1.374, -0.665], [5.984, -2.662, -1.139], [2.610, -1.718, -0.389], [2.572, -2.236, 1.358], [1.812, -3.002, 0.065], [-0.750, 5.313, -1.768], [-1.655, 5.198, -2.507], [-0.195, 4.236, -1.106], [1.110, 4.454, -0.431], [-0.648, 2.770, -1.323], [-0.354, 6.275, -1.340], [1.587, 5.326, -1.068], [1.666, 3.628, -0.401], [0.723, 4.816, 0.446], [-0.474, 2.019, -0.534], [-0.120, 2.225, -1.995], [-1.524, 2.824, -1.667]], "lowdin_charge": [-0.691, -0.088, 0.018, -0.117, 0.060, -0.092, -0.038, 0.000, -0.079, 0.038, -0.086, -0.312, 0.006, 0.023, 0.100, 0.157, 0.061, 0.068, 0.128, -0.083, -0.022, 0.026, -0.130, 0.012, -0.017, -0.294, -0.024, 0.058, 0.058, 0.073, 0.115, 0.090, 0.109, -0.103, -0.021, 0.071, -0.145, 0.081, -0.044, -0.295, -0.007, 0.030, 0.128, 0.090, 0.099, 0.029, 0.085, -0.098, 0.010, 0.133, -0.157, 0.088, -0.014, -0.311, 0.016, -0.013, 0.094, 0.033, 0.074, 0.087, 0.019, -0.296, -0.137, -0.188, -0.037, -0.010, 0.172, 0.118, 0.037, 0.092, 0.102, 0.085, 0.042, -0.310, -0.024, -0.178, -0.045, -0.054, 0.157, 0.118, 0.035, 0.061, 0.049, 0.132, 0.067, -0.394, 0.052, -0.135, -0.035, 0.012, 0.138, 0.126, 0.003, 0.053, 0.085, 0.031, -0.007]}

***

6.
{"formula": "C4H8N2OS", "method": "wB97M-V/def2-TZVPD", "lumo_ev": 0.6, "spin_multiplicity": 1, "smiles": "CSN(C)/C=N\\C=O", "de_lowest_kcal_mol": 25.3, "largest_force_ev_per_a": 1.52, "elements": ["C", "S", "N", "C", "C", "N", "C", "O", "H", "H", "H", "H", "H", "H", "H", "H"], "coordinates": [[1.411, -2.245, -0.705], [-0.016, -1.478, -1.501], [-0.286, -0.142, -0.462], [-1.048, -0.333, 0.763], [0.277, 1.055, -0.798], [0.225, 2.176, -0.180], [-0.691, 2.628, 0.742], [-1.897, 2.494, 0.688], [1.662, -3.142, -1.301], [1.183, -2.552, 0.296], [2.270, -1.578, -0.668], [-1.239, -1.381, 0.898], [-0.499, 0.030, 1.623], [-1.993, 0.237, 0.726], [0.864, 0.986, -1.668], [-0.223, 3.247, 1.548]], "nbo_charge": [-0.769, 0.427, -0.556, -0.434, 0.350, -0.577, 0.512, -0.594, 0.239, 0.218, 0.222, 0.215, 0.202, 0.244, 0.184, 0.116]}

***

no.,HOMO-LUMO gap (eV),calculated total energy (eV)
1,6.66,-6887.0519
2,3.56,-41624.4756
3,9.72,-7417.0621
4,7.84,-18026.3938
5,6.83,-75005.9826
6,10.08,-20139.7374